(1)
Molecular formula: C4H6N2O
Method: DFT, ωB97M-V/def2-TZVPD

SMILES   Cc1ncc(O)[nH]1
Charge   0
Gap between HOMO and LUMO   8.92 eV
Relative energy (zero: lowest compared OMol25 entry of this formula, charge and spin)   83.1 kJ/mol
E_LUMO   0.70 eV

Last column: Löwdin charge in e.
Positions of all 13 atoms, in Å:
C  -1.1452  -1.8092  0.3751  -0.0259
C  -0.4249  -0.5485  0.0334  -0.4196
N  -0.9364  0.2648  -0.8469  0.0806
C  -0.0360  1.2839  -0.9996  -0.1053
C  1.0136  1.1220  -0.1451  -0.3497
O  2.0150  1.9807  0.2007  0.0483
N  0.7723  -0.0906  0.5222  0.1602
H  -1.6554  -2.0861  -0.5495  0.0779
H  -1.9148  -1.6259  1.1325  0.0781
H  -0.5133  -2.6394  0.6993  0.0720
H  -0.1945  2.0092  -1.7851  0.1057
H  1.5954  2.8405  0.3610  0.1154
H  1.4243  -0.7014  1.0021  0.1622


(2)
Molecular formula: C2H5P
Method: DFT, ωB97M-V/def2-TZVPD

Charge   0
Gap between HOMO and LUMO   9.19 eV
Relative energy (zero: lowest compared OMol25 entry of this formula, charge and spin)   236.6 kJ/mol
E_LUMO   0.15 eV

Last column: Löwdin charge in e.
Positions of all 8 atoms, in Å:
C  -0.4545  -0.5666  1.5953  -0.4772
C  0.2761  -0.8843  0.3373  -0.5167
P  0.0353  0.8206  0.9068  0.8618
H  0.2627  1.8238  -2.1237  -0.0158
H  -1.2173  -1.0629  2.1985  0.0437
H  1.2321  -1.2496  0.3029  -0.0124
H  -0.3463  -1.3466  -0.5853  0.0963
H  0.2119  2.4656  -2.6318  0.0203


(3)
Molecular formula: C3HN4
Method: DFT, ωB97M-V/def2-TZVPD

SMILES   N#CC#[N+]NC#N
Charge   +1
Gap between HOMO and LUMO (alpha / beta)   8.57 / 8.57 eV
Relative energy (zero: lowest compared OMol25 entry of this formula, charge and spin)   36.6 kJ/mol
E_LUMO (alpha / beta)   -7.75 / -7.75 eV

Last column: Löwdin charge in e.
Positions of all 8 atoms, in Å:
N  -3.6263  -0.2569  -0.1118  0.3154
C  -2.4696  -0.3063  -0.0878  -0.0734
C  -1.0817  -0.3983  0.0611  0.2118
N  0.0975  -0.5832  -0.1061  0.2168
N  1.3356  -0.3506  0.1177  0.1198
C  1.7834  0.8893  -0.0436  -0.1982
N  1.9932  2.0002  -0.1946  0.2589
H  1.9679  -0.9941  0.3650  0.1489


(4)
Molecular formula: C43H46FeN6O4S2
Method: DFT, ωB97M-V/def2-TZVPD

Charge   -1
Expectation value of S²   0.868
Gap between HOMO and LUMO (alpha / beta)   6.52 / 6.45 eV
Spin multiplicity   2
E_LUMO (alpha / beta)   2.18 / 2.13 eV

Last column: Mulliken spin population.
Positions of all 102 atoms, in Å:
Fe  -0.3676  1.5362  1.2260  1.0015
C  1.4150  -1.2206  3.1395  0.0017
C  2.3351  -0.1849  3.7686  0.0017
C  2.4342  1.0974  2.9446  0.0109
N  1.1559  1.7772  2.7491  0.0178
C  1.1967  3.0901  2.8527  -0.0124
C  2.3799  3.8676  2.7322  -0.0128
C  2.6453  5.1645  3.1146  0.0024
C  1.8531  6.0647  3.8161  -0.0063
C  0.5160  5.8677  4.1260  -0.0004
C  -0.3594  4.8713  3.7375  -0.0067
C  -0.1421  3.6951  2.9707  0.0078
N  -1.0935  2.9897  2.4155  -0.0228
C  -2.3962  3.6343  2.3510  -0.0017
C  -3.3998  2.8020  1.5975  0.0059
C  -2.8989  2.4781  0.1932  0.0007
N  -1.9610  1.3881  0.2954  0.0553
C  -2.1927  0.2266  -0.4054  -0.0275
C  -3.0632  0.1623  -1.4423  0.0649
C  -2.9521  -1.8061  -3.1707  0.0058
C  -2.6545  -2.8753  -2.0794  -0.0034
C  -1.3867  -2.9163  -1.3020  -0.0014
C  -1.0190  -2.1656  -0.2652  0.0045
C  -1.5255  -0.9107  0.3360  -0.0054
N  -1.2919  -0.6369  1.5703  -0.0131
C  -0.9715  -1.6481  2.5680  -0.0021
C  -0.0263  -1.0817  3.6093  -0.0039
H  1.7591  -2.2447  3.3194  0.0001
H  1.4324  -1.0659  2.0637  0.0018
H  3.3527  -0.5719  3.8787  -0.0005
H  1.9765  0.0595  4.7752  -0.0006
H  2.8973  0.8886  1.9841  -0.0057
H  3.1171  1.7647  3.4788  0.0007
H  3.1725  3.3567  2.2002  -0.0012
H  3.6408  5.5151  2.8566  0.0002
H  2.3055  6.9995  4.1230  -0.0003
H  0.0567  6.6507  4.7237  0.0000
H  -1.3788  5.0207  4.0644  -0.0004
H  -2.2717  4.5983  1.8402  -0.0004
H  -2.7750  3.8477  3.3569  -0.0015
H  -4.3625  3.3193  1.5699  -0.0008
H  -3.5477  1.8515  2.1189  0.0000
H  -2.4384  3.3492  -0.2860  -0.0044
H  -3.7549  2.1696  -0.4067  0.0017
H  -3.3670  1.1272  -1.8264  0.0029
H  -3.6325  -2.2739  -3.8885  0.0007
H  -2.8528  -3.8709  -2.4814  0.0018
H  -0.7330  -3.7542  -1.5249  -0.0015
H  -0.1110  -2.4875  0.2260  0.0038
H  -0.5702  -2.5793  2.1551  0.0006
H  -1.9335  -1.9064  3.0249  -0.0009
H  -0.1630  -1.5621  4.5827  0.0009
H  -0.2705  -0.0254  3.7348  0.0022
C  6.5081  -3.2170  1.0538  -0.0003
C  5.4182  -2.2561  0.6613  0.0003
C  5.6668  -0.8950  0.5418  -0.0006
C  4.6610  -0.0112  0.1717  -0.0009
C  3.3853  -0.4873  -0.0674  0.0023
C  3.1212  -1.8473  0.0299  -0.0019
C  4.1307  -2.7204  0.3935  0.0007
S  2.0972  0.6010  -0.6366  -0.0024
O  0.8869  0.2305  0.1904  -0.0196
O  1.8804  0.1778  -2.0149  -0.0001
N  2.6153  1.9958  -0.3564  0.0037
C  2.0759  3.0604  -1.1865  0.0012
C  0.7227  3.6283  -0.7621  0.0058
O  0.3140  4.6241  -1.3406  -0.0030
O  0.0570  3.0809  0.2069  -0.0383
H  7.4272  -2.6879  1.3041  -0.0001
H  6.7311  -3.9101  0.2399  0.0001
H  6.2146  -3.8135  1.9195  0.0000
H  6.6625  -0.5161  0.7436  -0.0001
H  4.8379  1.0528  0.0838  -0.0003
H  2.1240  -2.2110  -0.1780  -0.0008
H  3.9178  -3.7809  0.4763  0.0002
H  1.9446  2.7468  -2.2287  0.0000
H  2.7821  3.8905  -1.1889  0.0001
N  -1.0544  0.3164  -3.8663  0.0012
S  -1.9131  -0.8594  -4.3600  -0.0004
C  -3.7660  -0.9754  -2.1312  -0.0067
C  -3.8453  -2.2726  -1.2752  0.0044
C  -5.1237  -3.0358  -1.3865  0.0012
C  -6.1673  -2.5888  -2.0840  -0.0011
C  -6.1522  -1.2756  -2.7406  0.0007
C  -5.0635  -0.5096  -2.7266  -0.0021
C  -0.9340  -2.3120  -4.8124  0.0005
C  -1.4153  -3.1851  -5.7780  0.0003
C  -0.6627  -4.2935  -6.1423  0.0000
C  0.5740  -4.5140  -5.5518  -0.0003
C  1.0615  -3.6213  -4.6052  0.0003
C  0.3123  -2.5137  -4.2343  -0.0005
H  -0.3454  0.1025  -3.1668  -0.0008
H  -3.5823  -2.1177  -0.2262  -0.0029
H  -5.1883  -3.9754  -0.8465  -0.0001
H  -7.0775  -3.1753  -2.1311  0.0000
H  -7.0586  -0.9323  -3.2241  0.0000
H  -5.0623  0.4677  -3.1986  0.0003
H  -2.3758  -2.9947  -6.2442  -0.0001
H  -1.0337  -4.9742  -6.8986  0.0000
H  1.1666  -5.3727  -5.8422  0.0000
H  2.0374  -3.7783  -4.1622  -0.0001
H  0.7096  -1.7877  -3.5335  0.0000